C7H10O4 | wB97M-V/def2-TZVPD

Output
**HOMO level**: -0.35113 hartree
**Max |F|**: 6.354 eV Å⁻¹
**Energy**: -573.5986 Ha
**HOMO-LUMO gap**: 10.20 eV
**ΔE to the lowest compared entry with this formula, charge and spin**: 78.83 kcal/mol

The geometry in ORCA input format:
```
! wB97M-V def2-TZVPD RIJCOSX def2/J DEFGRID3
* xyz 0 1
C -1.00 0.70 -0.82
C 0.50 1.12 -0.90
C 1.40 2.22 -0.10
C -0.42 -0.66 -0.50
C 1.05 2.53 1.32
C -1.01 -1.24 0.85
C -0.39 -1.68 -1.59
O -2.02 1.25 -1.01
O 0.80 1.25 -2.29
O 0.89 -0.12 -0.36
O 2.24 2.76 -0.77
H 1.54 3.33 1.62
H 1.22 1.54 1.82
H 0.01 2.92 1.50
H -0.58 -0.88 1.82
H -0.72 -2.34 0.86
H -1.98 -1.08 0.93
H -1.45 -1.95 -1.83
H 0.11 -2.66 -1.29
H 0.21 -1.13 -2.26
H 1.07 2.16 -2.43
*
```